Below is a 2-piece molecular cluster, C2H3ClFO2S overall, with properties calculated with ωB97M-V/def2-TZVPD.

Geometry (Å):
1 C -0.623539 -0.320487 0.337997
2 C 1.196086 0.590133 -0.696431
3 O 2.716569 -1.572022 -0.823909
4 O 2.460801 -0.579830 1.504818
5 F -1.473923 -0.321043 -0.660348
6 S 2.783717 -0.364774 0.065755
7 Cl 1.360348 2.230127 -0.542294
8 H -0.934877 0.416451 1.260374
9 H -0.133596 -1.258134 0.397790
10 H 0.921932 0.235195 -1.648554

Force components x, y, z for each atom (eV/Å):
C 3.5625 4.1515 1.0231
C -1.3040 -3.7443 3.6441
O -0.1606 0.1577 0.7574
O -0.3444 -0.2092 -0.6170
F -2.0944 0.0921 -1.3370
S -0.4965 0.4620 -0.9619
Cl -0.0625 2.4423 0.0995
H 0.8714 -2.2878 -2.3487
H 0.2038 -0.7996 1.0093
H -0.1754 -0.2646 -1.2688

Its net charge is -1. The value obtained for the HOMO-LUMO gap is 6.75 eV. The energy above the lowest of the compared OMol25 structures with the same formula, charge and spin is 266.4 kJ/mol. Its calculated total energy is -32290.5617 eV. The value obtained for the LUMO energy is 3.6 eV. As for the multiplicity: 1.



Below is a 9-piece molecular cluster, C24H48Cl6N4O10 overall, with properties calculated with ωB97M-V/def2-TZVPD.

Geometry (Å):
1 O 3.438392 3.491295 -2.376692
2 C 2.875764 3.137238 -3.426191
3 O 3.476593 2.898890 -4.551062
4 C 2.547289 2.768686 -5.553391
5 C 1.168625 2.881234 -4.929942
6 O 1.544066 3.046762 -3.534066
7 H 2.688439 3.587669 -6.258694
8 H 2.569542 1.749544 -5.939333
9 H 0.683237 1.910034 -5.026163
10 H 0.689557 3.698029 -5.469805
11 O -4.467639 -2.014578 5.525224
12 C -4.016866 -0.905722 5.255312
13 O -2.918884 -0.592404 4.645810
14 C -2.667207 0.832165 4.638030
15 C -4.077718 1.305742 5.005863
16 O -4.622703 0.168644 5.697249
17 H -2.006853 1.168201 5.437480
18 H -2.399797 1.165796 3.635399
19 H -4.655498 1.477636 4.097726
20 H -4.132318 2.152974 5.689467
21 C -2.942665 -3.648241 -0.504575
22 N -3.312482 -3.609091 0.825145
23 C -2.489835 -3.663416 1.888064
24 C -3.120179 -3.650436 3.296872
25 O -1.274647 -3.677648 1.849659
26 H -3.093497 -4.648150 -0.911446
27 H -1.898132 -3.446486 -0.741959
28 H -3.674402 -3.047968 -1.045251
29 H -4.288804 -3.557172 1.078530
30 H -3.343225 -4.690930 3.532956
31 H -4.101136 -3.175232 3.299570
32 H -2.485333 -3.264663 4.094522
33 C -3.894200 4.894581 -0.209055
34 N -3.432174 3.937085 -1.217595
35 C -2.128950 3.518436 -1.231742
36 C -1.731640 2.532593 -2.306889
37 O -1.345559 3.770814 -0.280489
38 H -3.583040 4.602440 0.793900
39 H -4.965486 4.720329 -0.108673
40 H -3.611703 5.943201 -0.302407
41 H -4.023626 3.677358 -1.994021
42 H -1.103092 1.751686 -1.878855
43 H -1.059052 2.926388 -3.068899
44 H -2.596193 2.085732 -2.797780
45 C 3.367853 -2.855089 1.916154
46 N 4.549158 -3.571970 2.338349
47 C 5.377444 -3.447446 3.374453
48 C 6.584485 -4.348158 3.534125
49 O 5.171521 -2.522654 4.170459
50 H 3.027006 -2.114917 2.640086
51 H 2.520047 -3.511162 1.718959
52 H 3.710636 -2.193489 1.120610
53 H 4.791253 -4.363405 1.759441
54 H 7.529627 -3.822552 3.397911
55 H 6.577353 -5.220171 2.880186
56 H 6.668624 -4.814784 4.515594
57 C -0.037758 -0.637648 2.175304
58 N -0.089489 -0.701276 0.719825
59 C 0.599824 -0.064268 -0.205276
60 C 1.498351 1.088899 0.111828
61 O 0.351372 -0.335873 -1.384247
62 H 0.030698 0.423409 2.415243
63 H 0.841899 -1.263210 2.326836
64 H -0.903527 -1.080383 2.667772
65 H -0.735364 -1.380426 0.343385
66 H 0.899165 1.845146 0.618942
67 H 1.937288 1.477132 -0.807262
68 H 2.264379 0.730223 0.799330
69 Cl -4.185769 -0.366976 -2.928555
70 C -2.658195 -0.704498 -3.749664
71 C -2.604770 0.016118 -5.079444
72 Cl -1.122351 -0.184057 -5.999419
73 H -2.542545 -1.786930 -3.805080
74 H -1.853931 -0.364238 -3.097363
75 H -2.547655 1.068387 -4.800952
76 H -3.478423 -0.298854 -5.650081
77 Cl 0.058836 -2.993965 -4.124492
78 C 1.214143 -3.310074 -2.777524
79 C 2.531130 -2.574858 -3.054870
80 Cl 3.685169 -3.480856 -4.112852
81 H 1.401807 -4.375060 -2.640755
82 H 0.703315 -2.831719 -1.941862
83 H 3.069356 -2.243566 -2.166795
84 H 2.286220 -1.630472 -3.540919
85 Cl 1.676136 3.144493 2.641084
86 C 2.310254 4.585594 1.872560
87 C 3.468454 4.290809 0.925238
88 Cl 4.816962 3.391940 1.719352
89 H 2.633921 5.231771 2.688521
90 H 1.473166 5.047785 1.349344
91 H 3.816155 5.176855 0.394069
92 H 3.099799 3.667401 0.110648

Force components x, y, z for each atom (eV/Å):
O -1.4823 -1.3725 -2.8084
C 0.9397 2.0207 4.6537
O 1.7356 -0.1403 0.1042
C -1.0243 -0.7676 -1.9173
C 1.2260 -0.7700 0.4437
O -1.1849 0.5737 -0.4685
H 0.2937 -0.5243 -0.3996
H 0.7642 0.3271 -0.7505
H -0.5711 0.4486 0.1028
H -0.7346 0.1549 1.1084
O 1.4492 1.7180 -1.0871
C -2.2906 -3.1378 2.2924
O 2.8275 -0.1766 -1.6217
C -1.6797 0.2734 0.5364
C -0.1940 0.1413 0.0857
O -0.9257 2.0305 0.0590
H 0.5597 -0.6025 -0.3183
H 0.3693 -0.2337 0.2632
H -0.2294 0.1413 0.1224
H 0.0949 -0.0193 -0.2598
C -0.3310 -0.9353 -2.6580
N -0.6662 0.2142 2.9881
C 0.4342 0.6069 2.3325
C -0.9151 -0.6417 -1.0706
O 0.7527 -0.0949 -1.1530
H 0.0343 -0.3635 -0.1085
H -0.1503 0.6273 0.4457
H 0.5605 0.4349 -0.3942
H 0.1322 -0.0275 -0.3627
H 0.1091 -0.1865 0.1364
H 0.1040 0.2619 0.1590
H 0.0464 0.1251 -0.5443
C -0.7106 -1.1788 0.6703
N 1.0161 0.6800 0.1294
C 1.2395 -0.4286 2.3088
C 0.2057 -0.1397 -0.2902
O -1.5795 -0.0029 -2.0858
H 0.6613 -0.2327 -0.1861
H -0.2043 0.6738 -0.4444
H -0.0815 -0.1270 -0.6078
H 0.0692 0.2281 0.2283
H -0.2699 -0.1224 0.3464
H -0.2238 0.5895 0.0167
H -0.0326 0.0104 0.0351
C 0.4969 1.3633 0.6708
N 0.3075 -2.6447 -1.3854
C -0.3813 2.7662 2.1902
C 0.0865 -1.0055 -0.2757
O 0.5619 -0.7855 -0.0730
H 0.2695 -0.4034 0.5967
H 0.2812 -0.0026 -0.4132
H -0.6312 -0.3284 -0.7381
H -0.2493 0.1242 -0.2173
H -0.2623 0.2847 -0.1990
H -0.0292 0.1458 -0.4445
H -0.4788 0.4938 0.2747
C 0.9574 0.0991 -1.1052
N -1.9180 -0.9852 0.9199
C -0.4348 1.0825 -1.6248
C -0.0159 -0.6647 0.4979
O 0.2546 -0.3733 -0.8255
H 0.4654 -0.1871 0.6214
H 0.0647 0.4717 1.5185
H 0.0284 -0.0457 -0.4184
H 0.1588 -0.0621 -0.1249
H 0.1715 0.0550 -0.1368
H -0.0851 -0.0769 0.1610
H 0.2301 0.3662 0.1109
Cl -0.4078 0.1676 0.0412
C 1.3619 -0.7304 0.3150
C -0.5464 0.4498 0.9797
Cl 0.4519 -0.5813 -0.2875
H -0.1790 0.0882 -0.2742
H -0.0019 0.0552 0.0379
H -0.8350 0.0695 -0.4742
H 0.2127 0.5034 -0.3116
Cl 0.2209 -0.5132 -0.0412
C 0.6009 0.6859 -0.1175
C -0.3023 0.6265 -0.1759
Cl -0.5061 0.2265 0.3674
H -0.4026 0.0929 -0.0703
H 0.3437 -0.2216 0.2094
H -0.0580 -0.6449 0.2102
H 0.0674 -0.1758 -0.2839
Cl -0.2752 -0.5422 0.5998
C 0.7580 0.7749 0.0069
C -0.7105 -0.6509 -0.5158
Cl -0.3815 0.5784 -0.2754
H -0.0336 0.0758 -0.1194
H 0.2044 0.0302 -0.1624
H 0.2936 0.1608 0.5825
H 0.1319 -0.2681 0.1470

The SMILES is O=C1OCCO1.O=C1OCCO1.CNC(C)=O.CNC(C)=O.CNC(C)=O.CNC(C)=O.ClCCCl.ClCCCl.ClCCCl. The value obtained for the HOMO-LUMO gap is 9.28 eV. The energy above the lowest of the compared OMol25 structures with the same formula, charge and spin is 280.6 kJ/mol. Its calculated total energy is -127236.8741 eV. The value obtained for the LUMO energy is 0.0 eV. As for the multiplicity: 1.



Below is a 2-piece molecular cluster, H5NO overall, with properties calculated with ωB97M-V/def2-TZVPD.

Geometry (Å):
1 N 0.000000 0.000000 0.000000
2 H -0.169691 0.274295 -0.972929
3 H 0.443470 -0.923796 -0.023871
4 H 0.693456 0.653758 0.377286
5 O 4.749468 3.202767 -1.776618
6 H 3.897733 3.026703 -2.236847
7 H 4.522537 3.855312 -1.075949

Force components x, y, z for each atom (eV/Å):
N 0.4126 0.0147 -0.2707
H 0.1074 -0.1466 0.4761
H -0.1963 0.4709 -0.0041
H -0.3217 -0.3399 -0.2013
O -1.1205 0.4790 0.2548
H 0.9076 0.2229 0.5180
H 0.2108 -0.7010 -0.7726

The SMILES is N.O. The value obtained for the HOMO-LUMO gap is 10.91 eV. The energy above the lowest of the compared OMol25 structures with the same formula, charge and spin is 26.9 kJ/mol. Its calculated total energy is -3618.6418 eV. The value obtained for the LUMO energy is 0.7 eV. As for the multiplicity: 1.